Formula: C3H11NO
Source: the OMol25 dataset
Level of theory: ωB97M-V with the def2-TZVPD basis set

Computed properties:
Structure (SMILES): CNC.CO
Kohn-Sham gap, eV: 10.15
Spin multiplicity: 1
Relative energy (zero: lowest compared OMol25 entry of this formula, charge and spin), kcal per mole: 33.7
E_HOMO, eV: -9.1

Geometry (Å):
C (2.321, 0.612, 0.056)
O (1.675, -0.484, -0.607)
H (3.286, 0.238, 0.364)
H (1.691, 0.934, 0.884)
H (2.411, 1.431, -0.664)
C (-1.247, -1.366, -0.470)
N (-0.934, 0.080, -0.500)
C (-1.064, 0.766, 0.802)
H (-1.516, -1.851, -1.408)
H (-2.132, -1.470, 0.179)
H (-0.458, -1.857, 0.105)
H (0.848, -0.277, -1.109)
H (-1.673, 0.494, -1.059)
H (-0.444, 0.186, 1.517)
H (-0.669, 1.771, 0.739)
H (-2.093, 0.792, 1.172)

Formula: C3H8N2S
Source: the OMol25 dataset
Level of theory: ωB97M-V with the def2-TZVPD basis set

Computed properties:
Structure (SMILES): CC/N=C\NS
Kohn-Sham gap, eV: 9.93
Spin multiplicity: 1
Relative energy (zero: lowest compared OMol25 entry of this formula, charge and spin), kcal per mole: 39.1
E_HOMO, eV: -9.2

Geometry (Å):
C (-2.393, -0.191, -0.061)
C (-0.859, -0.303, -0.137)
C (1.021, 1.005, -0.058)
H (-2.817, 0.412, -0.905)
H (-2.697, 0.397, 0.857)
H (-2.792, -1.222, -0.033)
H (-0.544, -0.987, 0.733)
H (-0.678, -0.926, -1.032)
H (1.651, 1.914, -0.046)
H (1.318, -0.943, -0.086)
H (3.802, 0.039, 1.157)
N (-0.263, 1.013, -0.173)
N (1.812, -0.096, -0.014)
S (3.438, -0.111, -0.200)

Formula: C22H64IN9O8P4S
Source: the OMol25 dataset
Level of theory: ωB97M-V with the def2-TZVPD basis set

Computed properties:
Kohn-Sham gap, eV: 6.80
Spin multiplicity: 1
E_HOMO, eV: -8.2

Geometry (Å):
C (5.329, 1.530, -2.016)
C (6.050, 0.147, -1.684)
C (7.529, 0.388, -1.169)
C (8.626, 0.269, -2.326)
O (9.134, -1.094, -2.358)
O (9.655, -1.386, -3.610)
S (11.218, -0.702, -3.575)
O (11.978, -1.348, -2.449)
O (12.054, -1.181, -4.962)
P (13.669, -0.556, -4.748)
O (14.497, -0.925, -6.183)
I (13.459, 1.938, -4.763)
H (4.431, 1.631, -1.346)
H (5.999, 2.426, -1.898)
H (4.933, 1.559, -3.076)
H (5.461, -0.333, -0.845)
H (6.030, -0.568, -2.560)
H (7.604, 1.408, -0.685)
H (7.782, -0.412, -0.415)
H (9.423, 1.030, -2.054)
H (8.186, 0.483, -3.343)
H (15.412, -0.624, -6.041)
O (2.973, -1.389, -1.639)
P (2.407, -2.661, -0.988)
N (3.103, -3.722, -2.173)
C (2.524, -4.936, -2.712)
C (4.512, -3.992, -1.886)
N (0.737, -2.184, -1.391)
C (-0.135, -2.812, -2.379)
C (0.595, -0.735, -1.724)
N (1.837, -4.069, -0.051)
C (0.595, -4.834, -0.206)
C (1.722, -3.604, 1.363)
H (2.486, -5.747, -1.973)
H (3.123, -5.322, -3.540)
H (1.535, -4.761, -3.130)
H (4.621, -4.612, -0.984)
H (5.062, -3.066, -1.719)
H (5.010, -4.507, -2.709)
H (0.249, -2.709, -3.404)
H (-1.125, -2.348, -2.338)
H (-0.371, -3.856, -2.223)
H (0.974, -0.557, -2.746)
H (1.139, -0.091, -1.039)
H (-0.444, -0.407, -1.710)
H (-0.301, -4.239, 0.007)
H (0.594, -5.664, 0.510)
H (0.479, -5.331, -1.161)
H (0.973, -2.813, 1.465)
H (2.689, -3.195, 1.696)
H (1.484, -4.415, 2.050)
O (-3.623, -3.629, 0.730)
P (-4.639, -2.495, 0.935)
N (-5.704, -3.028, -0.331)
C (-6.476, -2.201, -1.234)
C (-6.569, -4.117, 0.123)
N (-3.460, -1.276, 0.381)
C (-3.523, -0.514, -0.864)
C (-2.055, -1.760, 0.389)
N (-5.796, -1.226, 1.419)
C (-5.949, 0.134, 0.895)
C (-5.525, -0.947, 2.858)
H (-7.300, -1.681, -0.728)
H (-6.945, -2.804, -2.014)
H (-5.849, -1.485, -1.763)
H (-7.306, -3.757, 0.857)
H (-5.987, -4.906, 0.598)
H (-7.114, -4.581, -0.701)
H (-3.436, -1.157, -1.752)
H (-2.705, 0.214, -0.886)
H (-4.393, 0.115, -0.997)
H (-1.890, -2.422, -0.476)
H (-1.805, -2.308, 1.294)
H (-1.335, -0.947, 0.302)
H (-5.073, 0.762, 1.085)
H (-6.793, 0.628, 1.392)
H (-6.217, 0.198, -0.151)
H (-4.517, -0.550, 3.006)
H (-5.607, -1.879, 3.439)
H (-6.250, -0.259, 3.292)
O (-4.839, 3.449, 1.631)
P (-4.458, 4.432, 2.747)
N (-4.167, 5.753, 1.658)
C (-3.140, 6.769, 1.765)
C (-5.414, 6.420, 1.282)
N (-2.990, 3.485, 3.086)
C (-1.618, 3.896, 2.798)
C (-3.060, 2.097, 2.546)
N (-4.183, 5.499, 4.153)
C (-2.919, 5.846, 4.807)
C (-4.945, 4.893, 5.284)
H (-3.321, 7.463, 2.596)
H (-3.107, 7.389, 0.867)
H (-2.147, 6.332, 1.850)
H (-5.844, 6.965, 2.135)
H (-6.156, 5.699, 0.942)
H (-5.271, 7.132, 0.466)
H (-1.433, 4.006, 1.720)
H (-0.924, 3.145, 3.190)
H (-1.276, 4.800, 3.284)
H (-2.902, 2.120, 1.453)
H (-4.013, 1.618, 2.745)
H (-2.286, 1.450, 2.961)
H (-2.431, 4.983, 5.275)
H (-3.118, 6.565, 5.611)
H (-2.206, 6.367, 4.181)
H (-4.561, 3.901, 5.541)
H (-6.002, 4.780, 4.998)
H (-4.939, 5.522, 6.173)

Formula: C31H37N2ORhSSi3
Source: the OMol25 dataset
Level of theory: ωB97M-V with the def2-TZVPD basis set

Computed properties:
Kohn-Sham gap (spin up / spin down), eV: 7.11 / 6.45
Spin multiplicity: 5
E_HOMO (spin up / spin down), eV: -7.0 / -8.8

Geometry (Å):
Rh (1.914, -0.364, 0.589)
C (-0.279, -0.938, 3.360)
Si (1.465, -0.229, 2.927)
C (2.855, -1.046, 4.005)
C (1.517, 1.661, 3.303)
C (1.311, 2.093, 4.606)
C (1.327, 3.439, 4.923)
C (1.559, 4.374, 3.930)
C (1.784, 3.951, 2.631)
C (1.766, 2.602, 2.299)
Si (2.138, 2.039, 0.470)
C (0.894, 2.983, -0.698)
C (3.907, 2.791, 0.136)
H (-0.564, -0.701, 4.380)
H (-0.300, -2.016, 3.243)
H (-1.031, -0.525, 2.695)
H (2.703, -0.819, 5.055)
H (3.833, -0.672, 3.717)
H (2.868, -2.125, 3.886)
H (1.141, 1.366, 5.388)
H (1.161, 3.762, 5.940)
H (1.570, 5.430, 4.166)
H (1.981, 4.689, 1.864)
H (0.176, 3.555, -0.120)
H (0.340, 2.296, -1.333)
H (1.425, 3.675, -1.343)
H (3.983, 3.765, 0.609)
H (4.103, 2.917, -0.925)
H (4.690, 2.164, 0.549)
S (3.886, -1.567, 0.448)
C (2.935, -1.237, -1.078)
N (2.282, -2.347, -1.614)
C (2.826, -2.647, -2.927)
C (3.302, -1.267, -3.391)
N (3.608, -0.614, -2.129)
H (2.148, -3.129, -0.986)
H (2.063, -3.092, -3.568)
H (3.676, -3.337, -2.849)
H (2.521, -0.742, -3.951)
H (4.201, -1.316, -4.008)
H (3.686, 0.391, -2.111)
O (-0.045, -1.098, 0.015)
Si (-1.436, -1.002, -0.692)
C (-2.698, 0.004, 0.336)
C (-2.390, 1.287, 0.764)
C (-3.321, 2.033, 1.466)
C (-4.572, 1.507, 1.742)
C (-4.877, 0.220, 1.338)
C (-3.939, -0.528, 0.650)
C (-1.335, -0.016, -2.338)
C (-2.405, 0.693, -2.865)
C (-2.259, 1.422, -4.034)
C (-1.039, 1.463, -4.686)
C (0.034, 0.762, -4.166)
C (-0.119, 0.025, -3.005)
C (-2.191, -2.714, -1.024)
C (-1.626, -3.844, -0.444)
C (-2.189, -5.095, -0.618)
C (-3.339, -5.239, -1.373)
C (-3.918, -4.123, -1.954)
C (-3.344, -2.876, -1.784)
H (-1.415, 1.698, 0.540)
H (-3.072, 3.027, 1.804)
H (-5.308, 2.097, 2.269)
H (-5.843, -0.207, 1.564)
H (-4.172, -1.537, 0.344)
H (-3.359, 0.689, -2.356)
H (-3.102, 1.964, -4.436)
H (-0.919, 2.042, -5.590)
H (0.994, 0.804, -4.665)
H (0.707, -0.530, -2.592)
H (-0.736, -3.730, 0.156)
H (-1.731, -5.959, -0.160)
H (-3.786, -6.213, -1.508)
H (-4.820, -4.225, -2.539)
H (-3.804, -2.014, -2.249)

Formula: C2H3NO12S3Zn
Source: the OMol25 dataset
Level of theory: ωB97M-V with the def2-TZVPD basis set

Computed properties:
Net charge: -3
Kohn-Sham gap (spin up / spin down), eV: 4.41 / 4.11
Spin multiplicity: 2
E_HOMO (spin up / spin down), eV: 1.9 / 2.2

Geometry (Å):
Zn (-0.439, -0.358, 0.176)
S (-1.516, -0.794, 2.416)
O (-2.043, 0.066, 3.459)
O (-0.171, -0.449, 2.033)
O (-1.521, -2.222, 2.735)
O (-2.150, -0.564, 1.137)
S (-1.289, -2.055, -1.689)
O (-1.310, -0.631, -1.558)
O (-2.630, -2.619, -1.873)
O (-0.330, -2.630, -2.574)
O (-0.739, -2.276, -0.347)
S (2.552, -1.331, -0.511)
O (2.872, -1.998, 0.729)
O (1.485, -0.372, -0.379)
O (3.721, -0.607, -1.063)
O (2.212, -2.394, -1.495)
C (0.506, 3.952, -0.173)
C (-0.259, 2.757, -0.243)
N (-0.981, 1.838, -0.294)
H (0.760, 4.173, 0.864)
H (-0.138, 4.727, -0.588)
H (1.410, 3.790, -0.760)

Formula: C6H6N
Source: the OMol25 dataset
Level of theory: ωB97M-V with the def2-TZVPD basis set

Computed properties:
Net charge: +1
Kohn-Sham gap, eV: 3.94
Spin multiplicity: 1
Relative energy (zero: lowest compared OMol25 entry of this formula, charge and spin), kcal per mole: 114.7
E_HOMO, eV: -11.5

Geometry (Å):
C (1.421, 1.878, -0.212)
C (0.279, 1.808, 0.599)
C (-1.130, -2.266, 0.246)
C (-1.916, -2.023, -0.780)
C (2.502, 1.853, -0.846)
C (-0.783, 1.745, 1.230)
N (-0.200, -2.059, 0.961)
H (-2.928, -1.828, -0.542)
H (-1.819, -2.205, -1.843)
H (3.061, 0.915, -1.126)
H (2.878, 2.923, -1.134)
H (-1.650, 1.880, 1.779)
H (0.285, -2.622, 1.670)

Formula: C16H27BCl3N4O2OsS2Sb
Source: the OMol25 dataset
Level of theory: ωB97M-V with the def2-TZVPD basis set

Computed properties:
Net charge: +2
Kohn-Sham gap (spin up / spin down), eV: 8.38 / 5.38
Spin multiplicity: 5
Relative energy (zero: lowest compared OMol25 entry of this formula, charge and spin), kcal per mole: 0.0
E_HOMO (spin up / spin down), eV: -14.1 / -14.6

Geometry (Å):
Os (0.479, 0.200, -0.312)
C (-1.386, -5.125, -1.081)
N (-1.114, -4.051, -2.043)
C (-1.034, -4.176, -3.372)
C (-0.725, -2.916, -3.883)
N (-0.625, -2.054, -2.865)
B (-0.312, -0.518, -3.052)
N (-1.595, 0.327, -3.038)
C (-2.463, 0.393, -4.114)
C (-3.446, 1.265, -3.807)
N (-3.178, 1.739, -2.541)
C (-3.965, 2.756, -1.844)
C (-2.046, 1.172, -2.100)
S (-1.335, 1.571, -0.561)
C (-0.850, -2.743, -1.703)
S (-0.790, -2.173, -0.147)
H (-1.600, -6.032, -1.637)
H (-2.243, -4.852, -0.471)
H (-0.511, -5.272, -0.452)
H (-1.184, -5.112, -3.885)
H (-0.565, -2.624, -4.908)
H (0.269, -0.415, -4.087)
H (0.491, -0.168, -2.178)
H (-2.295, -0.169, -5.016)
H (-4.302, 1.597, -4.368)
H (-4.998, 2.673, -2.171)
H (-3.581, 3.747, -2.075)
H (-3.914, 2.582, -0.773)
C (2.013, 3.474, 1.555)
C (2.245, 2.240, 2.421)
Sb (0.635, 0.863, 2.247)
C (-1.054, 1.841, 3.085)
C (-0.805, 2.245, 4.535)
C (1.105, -0.827, 3.452)
C (2.155, -0.511, 4.513)
H (2.843, 4.171, 1.672)
H (1.101, 4.005, 1.833)
H (1.948, 3.219, 0.495)
H (2.330, 2.486, 3.480)
H (3.146, 1.699, 2.133)
H (-1.895, 1.154, 2.991)
H (-1.264, 2.704, 2.451)
H (-0.604, 1.379, 5.168)
H (-1.684, 2.746, 4.939)
H (0.035, 2.935, 4.628)
H (1.457, -1.596, 2.763)
H (0.167, -1.167, 3.892)
H (3.097, -0.195, 4.064)
H (2.359, -1.401, 5.108)
H (1.826, 0.272, 5.198)
Cl (4.612, -2.375, -0.832)
C (4.533, -0.622, -0.593)
Cl (5.117, -0.200, 1.029)
Cl (5.467, 0.209, -1.811)
C (3.055, -0.213, -0.660)
O (2.250, -0.792, 0.170)
O (2.628, 0.633, -1.444)

Formula: C4H8OS
Source: the OMol25 dataset
Level of theory: ωB97M-V with the def2-TZVPD basis set

Computed properties:
Structure (SMILES): CO[C@H]1S[C@@H]1C
Kohn-Sham gap, eV: 9.74
Spin multiplicity: 1
Relative energy (zero: lowest compared OMol25 entry of this formula, charge and spin), kcal per mole: 57.6
E_HOMO, eV: -8.8

Geometry (Å):
C (0.039, -1.083, -0.642)
C (0.161, 0.231, 0.445)
C (1.041, -2.215, -0.624)
C (-0.883, 2.416, 0.523)
O (-0.220, 1.387, -0.154)
S (-1.162, -0.993, 0.692)
H (-0.439, -0.848, -1.602)
H (0.742, 0.349, 1.345)
H (0.906, -2.683, 0.421)
H (2.072, -1.812, -0.928)
H (0.706, -3.015, -1.331)
H (-0.595, 3.314, -0.117)
H (-0.438, 2.621, 1.390)
H (-1.931, 2.333, 0.582)

- What is the formula in the fifth record?
  C2H3NO12S3Zn